# 1
Molecular formula: C3H5ClNOP
Method: DFT, ωB97M-V with the def2-TZVPD basis set

Geometry as XYZ:
```
12
Properties=species:S:1:pos:R:3:forces:R:3
C -0.167 1.395 2.194 -2.05 -1.11 -0.72
C -0.837 -1.148 -1.522 -1.97 -0.80 0.06
C 0.229 -0.541 -0.691 -1.43 -2.85 0.02
N -1.083 0.869 1.752 -0.83 -0.22 -0.11
O 0.450 0.656 -0.664 -1.31 0.60 -2.00
P 1.357 1.741 0.014 2.31 2.85 0.80
Cl 1.114 -1.594 0.276 0.69 -0.44 0.65
H -0.465 -1.555 -2.486 0.05 -0.06 0.63
H -1.414 -2.020 -0.924 1.37 2.15 -1.44
H -1.546 -0.330 -1.819 0.43 -0.84 0.46
H 0.616 1.605 2.795 1.97 1.07 1.53
H 1.746 0.922 1.077 0.77 -0.36 0.12
```
Positions in Å, forces in eV/Å.

Values from the calculation:
Net charge: 0

# 2
Molecular formula: C3H2AgFO3
Method: DFT, ωB97M-V with the def2-TZVPD basis set

Geometry as XYZ:
```
10
Properties=species:S:1:pos:R:3:forces:R:3
O -1.162 -1.445 -0.715 0.35 0.58 -0.41
C -0.730 -0.334 -1.058 -0.27 0.10 0.77
C 0.522 0.216 -0.570 0.08 0.47 0.79
H -1.355 0.368 -1.646 0.02 -0.32 0.13
H 1.020 0.976 -1.177 -0.17 -0.22 0.15
F 1.413 -0.825 -0.284 0.31 0.05 -0.09
Ag 0.034 -2.173 1.201 -0.21 0.36 0.10
O 0.012 2.174 1.143 0.54 -0.90 -0.37
O 0.072 0.064 1.956 0.35 -0.93 0.19
C 0.174 0.978 1.150 -1.00 0.82 -1.26
```
Positions in Å, forces in eV/Å.

Values from the calculation:
Net charge: 0

# 3
Molecular formula: C5H7N4OS
Method: DFT, ωB97M-V with the def2-TZVPD basis set

Geometry as XYZ:
```
18
Properties=species:S:1:pos:R:3:forces:R:3
C -0.179 -1.820 0.351 0.79 -1.21 1.06
C -0.162 -1.800 -1.985 -0.55 0.83 0.96
C -1.166 1.588 0.618 0.29 -3.65 -0.82
C -0.782 -0.556 0.392 1.15 -1.96 -3.66
C -0.920 0.018 -0.913 0.85 -0.72 1.55
N 0.107 -2.384 -0.824 -0.31 -0.73 1.25
N -0.598 -0.541 -2.064 -0.82 0.31 -0.38
N -0.919 0.430 1.261 -0.26 3.47 4.15
N -1.207 1.366 -0.666 -0.13 -0.93 -2.32
O 1.553 1.280 0.342 2.41 2.70 -0.96
S 2.235 -0.039 1.010 1.70 -0.75 1.90
H 0.162 -2.385 1.300 -0.71 1.01 -1.71
H -0.039 -2.414 -2.874 0.22 0.49 -0.03
H -1.361 2.426 1.123 -0.58 3.31 1.53
H -0.679 0.538 2.313 -0.60 -1.07 -2.46
H -1.400 1.920 -1.500 0.01 0.67 0.77
H 2.366 1.843 0.034 -2.46 -1.24 0.38
H 2.989 0.529 2.082 -1.00 -0.52 -1.20
```
Positions in Å, forces in eV/Å.

Values from the calculation:
Net charge: +1

# 4
Molecular formula: C23H42B2BaF4N6O4P
Method: DFT, ωB97M-V with the def2-TZVPD basis set

Geometry as XYZ:
```
83
Properties=species:S:1:pos:R:3:forces:R:3
Ba 0.650 -0.019 0.204 -0.08 -0.04 0.00
C 0.438 2.988 4.515 0.00 0.00 0.00
C 0.210 2.436 3.144 -0.01 0.02 -0.03
N 0.211 1.191 2.849 0.06 -0.01 -0.03
O 0.427 0.356 3.883 0.01 0.02 0.03
B 0.244 -1.063 3.502 0.00 -0.03 -0.01
F 0.563 -1.838 4.568 -0.01 -0.01 0.00
F 1.145 -1.322 2.383 -0.01 0.03 0.01
O -1.129 -1.393 3.074 0.00 0.03 0.00
N -1.507 -0.843 1.883 0.00 -0.06 0.00
C -2.746 -0.987 1.620 -0.02 0.02 -0.02
C -3.709 -1.723 2.496 0.01 0.01 0.01
C -3.257 -0.387 0.314 -0.01 -0.08 0.00
N -2.201 0.577 -0.162 0.01 0.07 -0.04
O -2.602 1.646 -0.517 0.00 -0.02 0.01
B -0.686 3.161 -1.360 -0.03 0.04 -0.02
F -0.087 1.998 -1.679 0.01 0.03 0.00
F -1.325 3.806 -2.310 0.01 -0.01 0.01
O -0.533 3.740 -0.144 0.01 -0.03 0.02
N -0.011 2.860 0.836 -0.01 0.04 -0.03
C -0.145 3.342 2.013 0.01 -0.03 0.01
C -0.697 4.693 2.331 0.00 0.00 0.01
C -4.603 0.298 0.506 0.02 0.00 0.01
H 0.818 2.207 5.165 0.00 0.00 0.00
H -0.491 3.371 4.942 0.00 0.00 0.00
H 1.153 3.812 4.486 0.00 0.00 0.00
H -3.179 -2.472 3.078 0.00 0.00 0.00
H -4.490 -2.195 1.902 0.00 -0.01 0.00
H -4.186 -1.038 3.200 0.00 0.00 0.00
H -0.702 5.344 1.464 0.00 0.00 0.00
H -0.126 5.152 3.135 0.00 0.00 0.00
H -1.723 4.581 2.690 0.00 0.00 0.00
H -5.353 -0.439 0.781 0.00 0.00 0.00
H -4.929 0.791 -0.405 0.00 0.00 0.00
H -4.540 1.048 1.295 -0.01 0.00 0.00
C 1.880 0.119 -3.454 -0.01 -0.01 0.00
N 1.145 -0.846 -2.632 0.07 0.03 0.00
C -0.244 -0.917 -3.086 -0.08 -0.01 0.00
C 1.789 -2.159 -2.752 -0.01 0.00 -0.02
C 1.251 -3.195 -1.784 -0.01 0.01 0.03
N 1.339 -2.788 -0.379 0.06 -0.05 0.00
C 2.735 -2.596 0.022 -0.01 -0.02 0.01
C 0.732 -3.828 0.459 -0.01 0.03 -0.01
H 1.899 -0.180 -4.511 0.00 0.00 0.00
H 2.910 0.192 -3.102 0.00 0.01 0.00
H 1.414 1.100 -3.383 0.00 0.00 0.00
H -0.317 -1.330 -4.102 0.00 0.01 0.00
H -0.682 0.080 -3.093 0.00 0.00 0.01
H -0.842 -1.548 -2.425 0.02 0.00 0.01
H 2.861 -2.024 -2.602 0.01 0.01 0.02
H 1.667 -2.547 -3.775 0.01 -0.01 0.00
H 1.807 -4.131 -1.943 0.00 0.00 -0.03
H 0.203 -3.410 -2.005 0.00 0.00 0.01
H 3.362 -3.457 -0.244 -0.01 0.00 0.00
H 2.784 -2.456 1.101 0.00 0.01 -0.01
H 3.163 -1.713 -0.465 0.01 0.00 0.00
H 1.263 -4.784 0.358 0.00 0.00 0.01
H -0.303 -3.978 0.152 0.01 -0.01 0.01
H 0.751 -3.521 1.503 0.00 0.00 0.00
C -3.237 -3.235 -2.937 0.01 -0.03 0.01
C -2.781 -3.619 -1.684 -0.01 0.01 -0.01
C -2.785 -2.712 -0.632 0.01 0.01 0.00
C -3.262 -1.419 -0.821 -0.01 0.03 0.02
C -3.715 -1.039 -2.083 -0.01 -0.03 -0.02
C -3.702 -1.942 -3.135 0.00 0.03 0.00
H -3.235 -3.942 -3.756 0.00 0.00 0.00
H -2.430 -4.629 -1.520 0.00 0.00 0.00
H -2.425 -3.023 0.341 -0.01 0.00 0.00
H -4.076 -0.032 -2.253 0.00 0.00 0.00
H -4.058 -1.636 -4.109 0.00 0.00 0.00
C 3.100 3.439 -1.112 -0.01 0.00 0.00
P 3.397 1.961 -0.072 0.02 0.01 0.02
C 3.798 2.741 1.534 0.00 0.00 0.01
C 5.055 1.440 -0.644 0.01 0.01 0.01
H 3.945 4.129 -1.076 0.00 0.00 0.00
H 2.209 3.959 -0.757 0.00 0.00 0.00
H 2.934 3.142 -2.149 0.00 0.00 0.00
H 4.584 3.491 1.430 0.00 0.00 0.00
H 4.123 1.982 2.246 0.00 0.00 0.00
H 2.903 3.218 1.937 0.00 0.00 0.00
H 5.767 2.266 -0.610 0.00 0.00 0.00
H 5.000 1.068 -1.668 0.00 0.00 0.00
H 5.425 0.633 -0.010 0.00 0.00 0.00
```
Positions in Å, forces in eV/Å.

Values from the calculation:
Net charge: +1

The following DFT total energy values (in eV) correspond, in order, to the records above: -28536.7458, -16000.7041, -24133.4639, -63871.1099.
The following relative energy (zero: lowest compared OMol25 entry of this formula, charge and spin) values (in kcal/mol) correspond, in order, to the records above: 101.93, 2.65, 5.04, 19.87.